[1]
ORCA calculation (ωB97M-V/def2-TZVPD) on 2 unconnected molecules or ions with the total composition C3H10NOS at a distorted geometry.

Summary:
LUMO level in Eh: 0.132
HOMO level in Ha: -0.090
Total energy in eV: -17646.38875
Orbital gap in Eh: 0.2221
Charge: -1
Largest force on an atom in eV/A: 1.51

Each line ends with the natural charge from an NBO analysis.
Element x y z (Å)
C (-1.14, 0.14, -1.09)  -0.41
N (-0.09, 0.42, -0.17)  -0.66
C (0.03, -0.46, 1.04)  -0.24
C (0.48, -1.88, 0.69)  -0.56
S (2.16, -2.26, 1.35)  -0.73
H (-2.11, 0.24, -0.60)  0.18
H (-1.18, -0.84, -1.58)  0.16
H (-1.16, 0.92, -1.85)  0.18
H (0.83, 0.35, -0.59)  0.35
H (0.83, 0.05, 1.58)  0.22
H (-0.90, -0.37, 1.57)  0.17
H (0.49, -2.01, -0.40)  0.17
H (-0.21, -2.64, 1.07)  0.18
H (1.14, 2.50, -0.87)  0.46
H (0.04, 2.66, 0.11)  0.49
O (0.78, 3.16, -0.26)  -0.96



[2]
ORCA calculation (ωB97M-V/def2-TZVPD) on a gas-phase ion, C9H13N2O (charge +1).

Summary:
LUMO level in Eh: -0.137
HOMO level in Ha: -0.463
Total energy in eV: -14565.90048
Orbital gap in Eh: 0.3261
Charge: +1
Largest force on an atom in eV/A: 0.69

Each line ends with the natural charge from an NBO analysis.
Element x y z (Å)
C (2.40, -0.40, 1.04)  -0.62
C (1.48, -0.50, -0.18)  -0.06
C (0.36, -1.56, 0.01)  0.26
O (0.17, -2.39, -1.09)  -0.70
N (-0.84, -0.73, 0.11)  -0.33
C (-2.09, -1.17, 0.35)  0.11
C (-3.13, -0.28, 0.32)  -0.28
C (-2.87, 1.07, 0.04)  -0.07
C (-1.60, 1.51, -0.21)  -0.29
C (-0.55, 0.57, -0.18)  0.47
N (0.75, 0.74, -0.40)  -0.36
C (1.40, 1.97, -0.75)  -0.42
H (1.84, -0.14, 1.93)  0.22
H (3.16, 0.37, 0.87)  0.23
H (2.91, -1.34, 1.20)  0.23
H (2.06, -0.74, -1.08)  0.23
H (0.49, -2.13, 0.94)  0.19
H (0.74, -3.16, -1.05)  0.50
H (-2.20, -2.22, 0.54)  0.24
H (-4.13, -0.62, 0.52)  0.26
H (-3.69, 1.77, 0.02)  0.25
H (-1.39, 2.54, -0.43)  0.25
H (1.63, 2.56, 0.14)  0.22
H (2.33, 1.74, -1.26)  0.23
H (0.77, 2.55, -1.42)  0.23



[3]
ORCA calculation (ωB97M-V/def2-TZVPD) on a single C4H5NO molecule.

Summary:
LUMO level in Eh: 0.031
HOMO level in Ha: -0.334
Total energy in eV: -7762.95188
Orbital gap in Eh: 0.3649
Largest force on an atom in eV/A: 0.31

Each line ends with the natural charge from an NBO analysis.
Element x y z (Å)
N (1.79, -0.02, -0.43)  -0.80
C (0.47, 0.14, 0.02)  -0.13
C (-0.12, 1.44, 0.29)  0.10
O (-1.47, 1.17, 0.28)  -0.46
C (-1.73, -0.12, -0.08)  0.13
C (-0.61, -0.83, -0.26)  -0.32
H (2.31, 0.85, -0.32)  0.39
H (2.29, -0.78, 0.00)  0.37
H (0.39, 0.39, 1.20)  0.27
H (-2.78, -0.38, -0.15)  0.21
H (-0.52, -1.86, -0.54)  0.24



[4]
ORCA calculation (ωB97M-V/def2-TZVPD) on a molecular structure, C4H5AgMgO2 at a distorted geometry.

Summary:
2S+1: 2
LUMO level (alpha / beta) in Eh: -0.183 / -0.183
HOMO level (alpha / beta) in Ha: -0.394 / -0.425
Total energy in eV: -17756.83948
Orbital gap (alpha / beta) in Eh: 0.2109 / 0.2415
Charge: +1
Largest force on an atom in eV/A: 2.92

Each line ends with the natural charge from an NBO analysis.
Element x y z (Å)
C (-1.21, -0.60, -0.82)  -0.03
C (-0.46, -0.83, 0.46)  0.03
C (0.85, -0.48, 0.68)  -0.45
C (1.45, 0.69, 0.14)  0.38
O (2.66, 0.97, 0.30)  -0.91
O (-2.44, -0.12, -0.67)  -0.96
Ag (-4.48, 0.75, 0.38)  0.95
Mg (4.04, 2.31, -0.13)  0.98
H (-0.61, -0.14, -1.62)  0.18
H (-1.11, -0.95, 1.34)  0.22
H (1.50, -1.13, 1.28)  0.24
H (0.83, 1.36, -0.48)  0.15
H (-1.03, -1.82, -0.84)  0.21



[5]
ORCA calculation (ωB97M-V/def2-TZVPD) on a molecular structure, C3H5CoO3 at a distorted geometry.

Summary:
2S+1: 5
LUMO level (alpha / beta) in Eh: -0.419 / -0.547
HOMO level (alpha / beta) in Ha: -0.804 / -0.798
Total energy in eV: -46936.36315
Orbital gap (alpha / beta) in Eh: 0.3847 / 0.2510
Charge: +2
Largest force on an atom in eV/A: 5.00

Each line ends with the natural charge from an NBO analysis.
Element x y z (Å)
Co (-1.86, 0.34, 1.44)  1.72
O (-2.45, 0.12, -0.42)  -0.62
O (-0.40, 0.93, -0.68)  -0.44
C (0.95, 0.51, -0.44)  -0.09
C (0.88, -0.37, 0.82)  -0.17
O (-0.47, -0.78, 0.91)  -0.39
C (-1.25, -0.13, -0.80)  0.62
H (1.27, -0.09, -1.30)  0.25
H (1.59, 1.40, -0.34)  0.30
H (1.23, 0.19, 1.70)  0.24
H (1.54, -1.24, 0.70)  0.32
H (-1.04, -0.87, -1.58)  0.26



[6]
ORCA calculation (ωB97M-V/def2-TZVPD) on 2 unconnected molecules or ions with the total composition C2H3ClN2 at a distorted geometry.

Summary:
LUMO level (alpha / beta) in Eh: -0.077 / -0.077
HOMO level (alpha / beta) in Ha: -0.333 / -0.333
Total energy in eV: -17623.00446
Orbital gap (alpha / beta) in Eh: 0.2565 / 0.2567
Largest force on an atom in eV/A: 3.32

Each line ends with the natural charge from an NBO analysis.
Element x y z (Å)
C (0.61, -1.24, 0.16)  0.19
C (-0.16, -0.05, 0.54)  0.17
N (1.22, -2.16, -0.18)  -0.19
N (-1.05, 0.39, -0.35)  -0.64
Cl (2.12, 1.43, -0.06)  -0.66
H (0.01, 0.53, 1.42)  0.29
H (-1.67, 1.20, -0.37)  0.44
H (-1.08, -0.09, -1.17)  0.40